{"formula": "C3H3NO2", "method": "wB97M-V/def2-TZVPD", "de_lowest_ev": 3.139, "largest_force_ev_per_a": 0.799, "molar_mass_g_mol": 85.06, "energy_ev": -8741.992, "lumo_energy_ha": 0.021, "charge": 0, "smiles": "O=CN=C=CO", "elements": ["O", "C", "C", "O", "C", "N", "H", "H", "H"], "xyz": [[-1.841164, -0.850807, 0.585325], [-0.608864, -0.537922, 1.079495], [1.169143, 0.577782, -1.050119], [0.480442, 0.364059, -2.010611], [0.041952, 0.562181, 0.746113], [0.718989, 1.354795, 0.074102], [-1.944972, -0.415433, -0.272293], [-0.209271, -1.231323, 1.806471], [2.178586, 0.163693, -0.907946]], "forces_ev_per_angstrom": [[-0.1516, 0.0454, -0.0396], [0.2741, 0.3143, 0.0963], [-0.1931, -0.0651, -0.7727], [0.5204, 0.2288, 0.5252], [-0.2007, -0.4027, 0.0363], [-0.1205, -0.2987, 0.1188], [-0.0839, -0.0804, 0.0938], [-0.1079, 0.1193, 0.0693], [0.0632, 0.1391, -0.1275]], "lowdin_charge": [0.01, -0.18, -0.31, 0.08, -0.08, 0.13, 0.11, 0.12, 0.13]}

=====

{"formula": "C3H3NO2", "method": "wB97M-V/def2-TZVPD", "de_lowest_ev": 4.917, "largest_force_ev_per_a": 0.464, "molar_mass_g_mol": 85.06, "energy_ev": -8740.214, "lumo_energy_ha": -0.026, "charge": 0, "elements": ["O", "C", "C", "O", "C", "N", "H", "H", "H"], "xyz": [[1.895112, -0.249025, -0.302507], [0.514348, -0.070256, -0.117901], [0.708051, 1.263318, 0.185290], [-1.947134, 0.628134, 0.187933], [-1.637129, -0.546742, 0.095921], [-0.342414, -1.019703, -0.106969], [2.280062, -0.620982, 0.505935], [0.911950, 1.971067, -0.620209], [-2.382847, -1.355809, 0.172503]], "forces_ev_per_angstrom": [[0.0942, -0.1871, 0.0835], [-0.0689, 0.0416, 0.1001], [-0.2849, -0.0902, -0.0064], [0.2808, -0.3593, -0.0876], [-0.0840, 0.3190, 0.0451], [0.2181, 0.2151, -0.0794], [-0.0514, -0.0369, -0.0998], [-0.2190, -0.0981, 0.0252], [0.1151, 0.1960, 0.0193]], "lowdin_charge": [0.06, -0.52, 0.30, 0.03, -0.33, 0.13, 0.13, 0.07, 0.12]}